# C36H26N4O6RhS2Se

A molecular structure, C36H26N4O6RhS2Se in a non-equilibrium geometry (ωB97M-V/def2-TZVPD, the Open Molecules 2025 dataset).

ORCA input file:
```
! RIJCOSX wB97M-V def2-TZVPD def2/J DEFGRID3
* xyz 1 1
Rh 0.20 0.00 -0.59
S 6.68 0.59 -3.35
C 6.94 -0.46 -4.67
C 5.91 -1.32 -4.85
C 4.88 -1.13 -3.89
C 5.16 -0.13 -3.00
C 4.34 0.34 -1.88
C 2.96 0.04 -1.87
N 2.16 0.42 -0.89
C 2.68 1.12 0.14
C 4.02 1.49 0.21
C 4.44 2.26 1.36
C 3.57 2.61 2.33
C 2.19 2.23 2.27
C 1.21 2.57 3.21
C -0.10 2.17 3.05
C -0.42 1.40 1.91
N 0.50 1.07 1.02
C 1.78 1.48 1.17
C -1.15 2.52 4.01
C -1.00 3.08 5.25
C -2.23 3.28 5.92
C -3.29 2.86 5.18
S -2.82 2.23 3.67
C 4.85 1.08 -0.83
H 7.85 -0.37 -5.25
H 5.88 -2.07 -5.63
H 3.99 -1.74 -3.85
H 2.51 -0.51 -2.69
H 5.48 2.55 1.42
H 3.91 3.19 3.18
H 1.49 3.17 4.07
H -1.42 1.05 1.71
H -0.04 3.34 5.68
H -2.32 3.71 6.91
H -4.34 2.89 5.45
H 5.90 1.33 -0.81
C -4.72 -0.03 -5.64
C -3.66 0.44 -4.68
C -2.58 -0.36 -4.35
C -1.60 0.08 -3.47
C -0.44 -0.82 -3.16
C -1.71 1.35 -2.90
Se -0.29 2.05 -1.80
C -2.79 2.18 -3.21
C -2.93 3.55 -2.62
C -3.75 1.70 -4.10
H -4.54 -1.05 -5.96
H -4.75 0.61 -6.53
H -5.71 0.01 -5.18
H -2.50 -1.35 -4.78
H -0.56 -1.81 -3.58
H -0.43 -1.04 -2.06
H 0.51 -0.40 -3.49
H -2.82 3.53 -1.53
H -3.91 3.97 -2.86
H -2.17 4.23 -3.00
H -4.59 2.34 -4.33
O 0.19 -1.83 0.60
C -1.07 -1.79 0.56
O -1.64 -0.82 -0.05
C -1.90 -2.84 1.21
C -3.29 -2.73 1.19
C -4.03 -3.71 1.81
C -3.46 -4.79 2.44
C -2.08 -4.86 2.44
C -1.28 -3.91 1.84
N -1.43 -6.01 3.11
O -0.22 -6.00 3.16
O -2.15 -6.79 3.70
N -5.51 -3.59 1.80
O -6.13 -4.51 2.28
O -5.98 -2.66 1.19
H -3.77 -1.89 0.70
H -4.06 -5.55 2.92
H -0.21 -4.00 1.86
*
```

Strongest force on any atom = 1.295 eV Å⁻¹
Relative energy (zero: lowest compared OMol25 entry of this formula, charge and spin) = 4.35 kcal/mol
E_LUMO = -3.95 eV

Table of Mulliken atomic charges, one value per atom, all in e: 0.02, -0.16, -0.39, -0.56, -0.48, 0.28, 0.68, -0.27, 0.31, 0.21, 0.33, -1.11, -1.10, 0.36, -0.54, 0.74, -0.65, 0.30, -0.32, 0.31, -0.49, -0.60, -0.36, -0.09, -0.51, 0.44, 0.40, 0.45, 0.17, 0.47, 0.46, 0.47, 0.44, 0.35, 0.40, 0.44, 0.48, -1.51, 0.53, -1.11, 1.12, -1.34, 0.50, -0.07, 0.81, -1.70, -0.90, 0.34, 0.35, 0.36, 0.29, 0.50, 0.61, 0.14, 0.33, 0.38, 0.36, 0.39, -0.86, 1.49, -0.87, 0.23, -0.55, -0.33, -0.30, -0.29, -0.49, 1.04, -0.60, -0.59, 1.06, -0.60, -0.61, 0.69, 0.63, 0.66

# C36H28BN9O2STm

A molecular structure, C36H28BN9O2STm in a non-equilibrium geometry (ωB97M-V/def2-TZVPD, the Open Molecules 2025 dataset).

ORCA input file:
```
! RIJCOSX wB97M-V def2-TZVPD def2/J DEFGRID3
* xyz -1 3
Tm 8.73 12.56 12.00
C 4.41 14.88 10.80
C 5.30 14.71 11.86
N 6.24 13.75 11.61
N 5.94 13.35 10.25
C 4.87 14.06 9.81
B 7.07 12.83 9.35
N 10.56 9.98 10.59
C 11.83 9.60 10.17
C 12.71 10.55 10.71
C 11.91 11.42 11.50
N 10.62 11.04 11.51
N 14.39 15.93 8.15
C 13.49 14.94 7.90
C 12.96 14.51 9.16
C 13.58 15.38 10.09
N 14.38 16.31 9.43
H 3.52 15.46 10.82
H 5.26 15.25 12.74
H 4.54 14.01 8.79
H 6.63 12.34 8.33
H 11.98 8.67 9.54
H 13.79 10.48 10.54
H 12.26 12.40 11.88
H 13.34 14.57 6.88
H 12.15 13.88 9.32
H 13.53 15.41 11.15
O 7.87 12.42 13.96
C 6.76 11.78 14.35
C 6.02 12.33 15.42
C 5.17 11.55 16.18
C 4.84 10.29 15.66
C 5.33 9.85 14.45
C 6.43 10.51 13.84
C 7.13 9.86 12.76
N 8.09 10.27 11.96
N 8.29 9.41 10.94
C 9.35 9.28 10.25
O 8.32 12.76 9.76
C 9.49 8.06 9.35
C 9.43 6.78 10.02
C 9.68 5.64 9.30
C 9.79 5.74 7.89
C 9.84 6.97 7.22
C 9.71 8.18 7.98
H 6.19 13.38 15.62
H 4.77 11.86 17.14
H 4.14 9.68 16.18
H 4.93 8.89 14.16
H 6.67 8.93 12.47
H 9.40 6.81 11.09
H 9.71 4.72 9.88
H 9.74 4.87 7.30
H 10.09 7.06 6.15
H 9.65 9.12 7.49
S 10.18 15.61 15.45
C 10.78 14.03 15.98
C 11.29 13.68 17.22
C 11.84 12.39 17.36
C 11.73 11.50 16.34
C 11.29 11.85 15.07
C 10.85 13.18 14.88
N 10.50 13.69 13.63
C 10.07 14.97 13.84
C 9.46 15.73 12.71
C 9.35 17.16 12.80
C 9.05 17.79 11.60
C 8.89 17.11 10.38
C 8.87 15.74 10.38
C 9.09 15.04 11.55
H 11.25 14.37 18.10
H 12.24 12.03 18.32
H 12.02 10.47 16.48
H 11.22 11.21 14.21
H 9.64 17.74 13.68
H 9.10 18.93 11.62
H 8.73 17.58 9.41
H 8.56 15.25 9.49
*
```

Strongest force on any atom = 3.288 eV Å⁻¹
E_LUMO (alpha / beta) = 0.97 / 0.96 eV

Table of Mulliken atomic charges, one value per atom, all in e: 0.34, -0.93, -0.51, 0.02, 0.02, -0.29, 0.45, 0.29, 0.04, -1.33, -0.05, 0.11, -0.53, -1.10, 0.43, -0.69, -0.53, 0.43, 0.56, 0.45, -0.21, 0.35, 0.41, 0.48, 0.40, 0.47, 0.56, -0.06, 0.69, -0.89, -0.50, -0.53, -1.28, 0.77, -0.23, 0.52, -0.92, 0.67, -0.73, -0.55, -0.34, -0.60, -0.43, -0.63, -0.02, 0.41, 0.40, 0.43, 0.37, 0.42, 0.41, 0.36, 0.43, 0.37, 0.53, -0.38, 0.41, -0.46, -0.46, -0.87, -0.33, 0.05, -0.01, 0.84, 0.96, -1.06, -0.55, -0.75, -0.28, 0.40, 0.32, 0.33, 0.40, 0.38, 0.33, 0.22, 0.40, 0.39

# C36H28BiN8O8S

A molecular structure, C36H28BiN8O8S (ωB97M-V/def2-TZVPD, the Open Molecules 2025 dataset).

ORCA input file:
```
! RIJCOSX wB97M-V def2-TZVPD def2/J DEFGRID3
* xyz -1 1
Bi 0.32 -1.33 -0.60
C -0.12 1.27 -4.73
O 1.21 0.80 -4.98
C 2.14 1.15 -4.04
C 3.23 1.88 -4.42
C 4.25 2.20 -3.52
C 4.13 1.79 -2.21
C 3.03 1.02 -1.78
C 2.97 0.70 -0.37
N 2.16 -0.08 0.23
N 2.29 -0.07 1.62
C 1.42 -0.84 2.19
O 0.56 -1.60 1.60
C 1.37 -0.82 3.68
C 0.40 -1.57 4.33
C 0.29 -1.53 5.72
C 1.17 -0.74 6.46
C 2.15 0.00 5.81
C 2.25 -0.04 4.43
C 2.01 0.66 -2.70
O 1.00 -0.08 -2.39
H -0.76 0.82 -5.48
H -0.15 2.36 -4.83
H -0.47 0.97 -3.74
H 3.29 2.19 -5.46
H 5.10 2.78 -3.84
H 4.89 2.06 -1.48
H 3.70 1.21 0.26
H -0.27 -2.18 3.74
H -0.47 -2.12 6.22
H 1.09 -0.71 7.54
H 2.83 0.61 6.38
H 3.00 0.55 3.91
O 3.29 -6.80 -2.40
C 4.11 -5.79 -2.56
O 5.23 -5.92 -3.00
C 3.62 -4.44 -2.15
C 4.39 -3.30 -2.31
N 3.67 -2.27 -1.84
N 2.47 -2.66 -1.39
C 2.41 -3.97 -1.57
C 1.12 -4.68 -1.22
O 1.08 -5.91 -1.40
O 0.20 -3.95 -0.78
H 2.39 -6.50 -2.01
H 5.37 -3.19 -2.72
H 3.90 -1.29 -1.84
N -2.54 -2.73 -2.02
C -2.72 -1.64 -1.21
O -2.27 -1.69 -0.04
C -3.27 -0.45 -1.77
C -3.64 0.68 -0.97
N -3.07 2.11 -0.68
C -3.63 -0.42 -3.14
N -3.91 -0.41 -4.26
H -2.69 -2.65 -3.01
H -1.92 -3.45 -1.67
N -0.66 0.68 0.09
S -1.81 0.62 1.18
C -3.38 1.15 0.40
C -4.33 1.90 -1.45
C -5.65 2.43 -1.03
C -6.17 2.47 0.20
C -5.56 1.93 1.40
C -4.37 1.34 1.49
C -1.56 2.03 2.26
C -1.71 3.36 1.85
C -1.40 4.37 2.74
C -0.93 4.07 4.02
C -0.78 2.75 4.41
C -1.09 1.73 3.53
H -0.80 1.43 -0.59
H -4.14 2.08 -2.51
H -6.25 2.82 -1.85
H -7.16 2.90 0.31
H -6.16 1.98 2.30
H -4.08 0.93 2.45
H -2.06 3.58 0.86
H -1.52 5.40 2.44
H -0.69 4.87 4.71
H -0.40 2.51 5.40
H -0.96 0.69 3.82
*
```

Strongest force on any atom = 0.853 eV Å⁻¹
Relative energy (zero: lowest compared OMol25 entry of this formula, charge and spin) = 21.59 kcal/mol
E_LUMO = 1.95 eV

Table of Mulliken atomic charges, one value per atom, all in e: 1.95, -0.43, -0.50, 0.18, -0.35, -0.81, -0.98, 0.20, -0.60, 0.74, -0.89, 0.47, -1.01, 0.51, -0.47, -0.65, -0.40, -0.71, -0.21, 1.13, -0.66, 0.26, 0.30, -0.05, 0.47, 0.38, 0.39, 0.27, 0.49, 0.41, 0.40, 0.39, 0.46, -0.56, 0.36, -0.64, 0.14, -0.23, -0.04, 0.06, -0.38, 0.70, -0.91, -0.55, 0.49, 0.53, 0.01, -0.39, 0.56, -0.74, 0.34, 0.41, -0.78, -1.34, -0.76, 0.21, 0.29, -0.28, 0.68, 1.70, 0.17, -0.88, -0.45, -0.37, -1.51, 0.69, -0.51, -0.78, -0.44, -0.66, -0.49, 0.24, 0.77, 0.35, 0.33, 0.38, 0.38, 0.46, 0.41, 0.39, 0.44, 0.54

# C36H28BrHfN6O2Se

A molecular structure, C36H28BrHfN6O2Se in a non-equilibrium geometry (ωB97M-V/def2-TZVPD, the Open Molecules 2025 dataset).

ORCA input file:
```
! RIJCOSX wB97M-V def2-TZVPD def2/J DEFGRID3
* xyz 3 1
Hf -0.61 0.65 0.08
C -4.61 -1.86 0.77
O -4.51 -0.74 1.66
C -3.36 -0.18 1.47
N -2.61 -0.61 0.49
C -3.42 -1.65 -0.20
C -2.59 -2.87 -0.53
C -2.92 -4.16 -0.13
C -2.11 -5.23 -0.50
C -0.98 -5.02 -1.27
C -0.67 -3.74 -1.69
C -1.47 -2.67 -1.33
C -2.95 0.94 2.31
C -3.78 1.54 3.26
C -3.30 2.66 3.94
C -2.04 3.15 3.63
C -1.28 2.48 2.67
N -1.71 1.37 2.05
C 0.02 2.94 2.20
N 0.61 2.38 1.18
C 1.82 3.21 0.92
C 1.87 4.14 2.16
O 0.59 3.97 2.76
C 3.04 2.36 0.65
C 4.22 2.43 1.38
C 5.29 1.62 1.04
C 5.20 0.74 -0.02
C 4.03 0.68 -0.76
C 2.96 1.49 -0.43
H -5.58 -1.86 0.27
H -4.52 -2.76 1.38
H -3.77 -1.21 -1.14
H -3.80 -4.37 0.46
H -2.38 -6.22 -0.18
H -0.37 -5.86 -1.56
H 0.19 -3.58 -2.33
H -1.29 -1.66 -1.71
H -4.77 1.15 3.43
H -3.92 3.15 4.68
H -1.65 4.04 4.11
H 1.60 3.80 0.02
H 2.03 5.19 1.91
H 2.61 3.83 2.91
H 4.34 3.12 2.20
H 6.20 1.70 1.61
H 6.05 0.12 -0.28
H 3.98 0.02 -1.62
H 2.05 1.52 -1.05
Br 0.44 1.23 -7.62
C 0.49 0.77 -5.80
C 1.35 -0.24 -5.36
C 1.40 -0.58 -4.03
C 0.59 0.07 -3.08
C -0.28 1.09 -3.54
C -0.32 1.43 -4.87
N 0.58 -0.23 -1.72
C 1.37 -1.16 -1.25
C 1.42 -1.53 0.14
C 2.29 -2.55 0.54
C 2.35 -2.92 1.87
C 1.53 -2.25 2.78
C 0.69 -1.25 2.32
N 0.62 -0.88 1.03
H 1.98 -0.75 -6.07
H 2.08 -1.37 -3.76
H -0.92 1.60 -2.83
H -0.99 2.21 -5.21
H 2.03 -1.73 -1.89
H 2.91 -3.04 -0.19
H 3.01 -3.70 2.20
H 1.54 -2.51 3.82
H 0.04 -0.71 3.00
Se -3.71 3.99 -0.03
C -2.55 2.86 -0.49
N -1.71 2.04 -0.81
*
```

Strongest force on any atom = 2.321 eV Å⁻¹
Relative energy (zero: lowest compared OMol25 entry of this formula, charge and spin) = 24.02 kcal/mol
E_LUMO = -10.13 eV

Table of Mulliken atomic charges, one value per atom, all in e: 0.72, -0.63, -0.39, 0.62, 0.08, -0.02, 0.05, -0.60, -0.84, -0.88, -0.56, 0.30, -0.18, -0.81, -0.75, -0.80, -0.19, 0.62, 0.61, 0.07, -0.09, -0.60, -0.39, 0.13, -0.56, -0.86, -0.83, -0.62, 0.12, 0.29, 0.39, 0.44, 0.35, 0.43, 0.49, 0.52, 0.43, 0.62, 0.53, 0.63, 0.45, 0.29, 0.39, 0.35, 0.43, 0.49, 0.53, 0.55, -0.07, -0.21, -0.82, -0.53, 0.33, -0.29, -0.79, 1.34, -0.84, 0.97, -0.82, -0.80, -1.01, -0.03, 1.34, 0.50, 0.52, 0.23, 0.50, 0.17, 0.67, 0.57, 0.54, 0.40, 0.06, 0.44, -0.69

# C36H28Cl4HfN4O5SSi

A molecular structure, C36H28Cl4HfN4O5SSi in a non-equilibrium geometry (ωB97M-V/def2-TZVPD, the Open Molecules 2025 dataset).

ORCA input file:
```
! RIJCOSX wB97M-V def2-TZVPD def2/J DEFGRID3
* xyz 0 1
Hf -0.03 0.06 -0.14
Cl 3.01 5.56 -3.10
C 2.74 4.01 -2.42
C 2.98 2.87 -3.13
C 2.76 1.61 -2.58
C 2.22 1.45 -1.27
O 1.82 0.25 -0.86
C 2.10 2.58 -0.50
C 1.21 2.68 0.70
N 0.83 1.42 1.26
C 1.41 0.95 2.37
C 2.22 1.65 3.28
C 2.62 1.08 4.48
C 2.24 -0.19 4.85
C 1.51 -0.97 3.95
C 1.09 -2.29 4.23
C 0.41 -3.00 3.28
C 0.19 -2.42 2.03
N 0.55 -1.18 1.73
C 1.14 -0.43 2.69
C 2.23 3.97 -1.03
H 3.32 2.94 -4.15
H 2.91 0.72 -3.18
H 1.66 3.35 1.45
H 2.53 2.66 3.07
H 3.23 1.67 5.15
H 2.52 -0.60 5.81
H 1.32 -2.72 5.19
H 0.05 -4.00 3.47
H -0.31 -2.97 1.24
H 2.90 4.56 -0.40
O -4.05 -0.04 4.25
C -3.75 1.24 4.13
O -4.17 2.07 4.89
C -2.86 1.64 3.00
C -2.37 2.93 2.83
Cl -2.55 4.22 3.91
N -1.64 2.97 1.68
N -1.65 1.75 1.10
C -2.36 0.94 1.89
C -2.34 -0.51 1.56
O -2.88 -1.33 2.31
O -1.70 -0.82 0.50
C -0.87 4.00 1.10
C 0.04 3.49 0.04
C 0.76 4.54 -0.83
C 0.77 5.90 -0.23
C 0.04 6.22 0.85
C -0.81 5.28 1.52
H -3.65 -0.62 3.55
H -0.50 2.80 -0.62
H 0.30 4.59 -1.83
H 1.37 6.64 -0.73
H 0.06 7.23 1.24
H -1.40 5.64 2.35
Cl -3.06 -0.10 -1.65
C -3.12 1.15 -2.85
C -4.31 1.48 -3.46
C -4.34 2.53 -4.37
C -3.18 3.23 -4.65
C -1.99 2.87 -4.04
Cl -0.55 3.74 -4.39
C -1.92 1.80 -3.14
S -0.39 1.31 -2.45
H -5.20 0.92 -3.23
H -5.26 2.80 -4.85
H -3.19 4.05 -5.35
C -1.57 -3.17 -1.82
Si 0.10 -2.18 -1.75
C 1.44 -3.45 -1.13
C 0.59 -1.78 -3.58
H -1.37 -4.20 -2.12
H -2.25 -2.74 -2.54
H -2.07 -3.20 -0.86
H 1.68 -4.13 -1.94
H 1.10 -4.04 -0.29
H 2.37 -2.96 -0.83
H 0.50 -2.67 -4.20
H 1.62 -1.44 -3.63
H -0.03 -1.00 -4.02
*
```

Strongest force on any atom = 2.655 eV Å⁻¹
Relative energy (zero: lowest compared OMol25 entry of this formula, charge and spin) = 111.67 kcal/mol
E_LUMO (alpha / beta) = -2.93 / -2.93 eV

Table of Mulliken atomic charges, one value per atom, all in e: -0.37, -0.16, 0.12, -0.61, -0.26, 0.19, -0.56, -0.23, -0.60, 2.07, 0.84, -0.66, -1.04, -1.02, 0.72, -0.80, -1.24, -0.07, 0.04, 0.00, -0.08, 0.45, 0.43, 0.45, 0.51, 0.40, 0.43, 0.45, 0.47, 0.48, 0.53, -0.58, 0.35, -0.60, -0.29, 0.68, -0.19, 0.40, -0.25, 0.21, 0.94, -0.90, -0.47, -0.44, 2.11, 0.70, -1.01, -1.26, -0.99, 0.40, -0.42, -0.01, 0.49, 0.40, 0.43, -0.16, 0.81, -0.78, -0.43, -0.73, 0.44, -0.19, -0.64, 0.02, 0.48, 0.38, 0.45, -1.33, 0.65, -1.36, -1.23, 0.46, 0.28, 0.30, 0.44, 0.31, 0.35, 0.50, 0.18, 0.26

# C36H28Co2O6P

A molecular structure, C36H28Co2O6P in a non-equilibrium geometry (ωB97M-V/def2-TZVPD, the Open Molecules 2025 dataset).

ORCA input file:
```
! RIJCOSX wB97M-V def2-TZVPD def2/J DEFGRID3
* xyz -1 1
C 4.57 2.14 3.86
C 3.36 1.82 3.05
C 3.51 1.15 1.83
C 2.39 0.74 1.12
C 1.09 0.98 1.59
P -0.31 0.11 0.76
C -0.15 -1.56 1.59
C -1.12 -2.55 1.33
C -1.08 -3.78 1.98
C -0.04 -4.07 2.88
C -0.01 -5.39 3.59
C 0.95 -3.12 3.09
C 0.90 -1.87 2.46
C -1.70 0.79 1.79
C -2.09 2.13 1.64
C -3.12 2.68 2.41
C -3.71 1.93 3.43
C -4.76 2.56 4.31
C -3.30 0.61 3.63
C -2.32 0.05 2.81
C 0.95 1.74 2.76
C 2.07 2.15 3.48
H 4.29 2.71 4.75
H 5.09 1.23 4.18
H 5.28 2.73 3.28
H 4.51 0.93 1.46
H 2.54 0.17 0.19
H -1.92 -2.35 0.61
H -1.85 -4.53 1.81
H 0.77 -5.40 4.36
H -0.97 -5.60 4.08
H 0.19 -6.22 2.90
H 1.78 -3.35 3.76
H 1.69 -1.15 2.66
H -1.59 2.78 0.92
H -3.44 3.71 2.23
H -5.01 1.90 5.14
H -4.40 3.51 4.72
H -5.67 2.78 3.75
H -3.75 0.02 4.43
H -2.03 -0.98 3.00
H -0.04 2.01 3.13
H 1.94 2.71 4.41
O -2.05 -1.66 -2.53
C -1.59 -0.83 -1.81
Co 0.20 -0.58 -1.15
C -2.18 0.54 -1.38
O -3.35 0.67 -1.07
C 0.79 -2.18 -1.27
O 1.15 -3.28 -1.25
C 0.60 0.52 -3.22
C 0.54 -0.29 -4.41
C 1.34 -1.45 -4.50
C 1.23 -2.30 -5.59
C 0.38 -1.99 -6.65
C -0.34 -0.79 -6.62
C -0.25 0.07 -5.52
C 0.03 1.15 -2.16
C -1.20 1.68 -1.59
Co 1.80 1.50 -2.32
C 3.05 0.26 -2.14
O 3.94 -0.48 -2.06
C 1.89 2.87 -1.22
O 2.04 3.77 -0.51
C 2.69 2.36 -3.58
O 3.32 2.90 -4.38
H 2.04 -1.66 -3.69
H 1.82 -3.22 -5.59
H 0.29 -2.67 -7.49
H -0.98 -0.52 -7.46
H -0.79 1.02 -5.50
H -0.97 2.24 -0.67
H -1.69 2.38 -2.29
*
```

Strongest force on any atom = 4.828 eV Å⁻¹
Relative energy (zero: lowest compared OMol25 entry of this formula, charge and spin) = 21.72 kcal/mol
E_LUMO = 2.49 eV

Table of Mulliken atomic charges, one value per atom, all in e: -1.62, 0.99, -0.88, -0.29, 0.07, 2.90, -0.60, -0.07, -0.85, 1.05, -1.56, -0.86, -0.63, 0.25, -0.10, -1.03, 1.12, -1.53, -1.05, -0.66, -0.82, -0.98, 0.35, 0.30, 0.35, 0.42, 0.11, 0.42, 0.36, 0.36, 0.33, 0.29, 0.28, 0.18, 0.44, 0.36, 0.35, 0.33, 0.31, 0.30, 0.31, 0.27, 0.29, -0.67, 0.25, 0.72, 0.86, -0.69, -0.18, -0.48, -0.45, 0.71, -0.06, -0.87, -0.37, -0.65, -0.31, 0.46, -0.46, 0.18, 0.14, -0.47, 0.12, -0.44, 0.24, -0.46, 0.32, 0.38, 0.36, 0.36, 0.41, -0.10, 0.58